{
  "formula": "C23H26N4O6S",
  "method": "the ωB97M-V functional and the def2-TZVPD basis",
  "elements": ["C", "C", "O", "C", "C", "C", "C", "N", "C", "C", "O", "N", "C", "C", "C", "C", "C", "C", "C", "C", "S", "O", "O", "C", "C", "C", "N", "C", "O", "N", "C", "O", "C", "C", "H", "H", "H", "H", "H", "H", "H", "H", "H", "H", "H", "H", "H", "H", "H", "H", "H", "H", "H", "H", "H", "H", "H", "H", "H", "H"],
  "coordinates": [[4.61576, 2.36815, -3.21076], [3.97321, 3.73659, -3.00241], [3.46969, 3.91092, -1.69245], [2.30133, 3.31171, -1.33050], [1.46004, 2.58661, -2.16750], [0.29796, 2.01503, -1.67796], [-0.05524, 2.16751, -0.34293], [-1.19493, 1.56225, 0.20078], [-2.36699, 1.27116, -0.59819], [-2.28474, -0.00473, -1.46857], [-2.12140, 0.08186, -2.66988], [-2.48922, -1.12749, -0.75921], [-2.39884, -2.45998, -1.18572], [-1.94295, -2.78728, -2.45669], [-1.86437, -4.11245, -2.83754], [-2.23986, -5.10878, -1.95775], [-2.70362, -4.79959, -0.68430], [-3.11056, -5.92206, 0.22897], [-2.78828, -3.46511, -0.28601], [-3.30758, -3.07920, 1.07105], [-1.09348, 0.98094, 1.74670], [-1.27999, 2.04318, 2.69407], [-1.99817, -0.12506, 1.87928], [0.59848, 0.37441, 1.87334], [1.50023, 0.68146, 2.83773], [1.27359, 1.58695, 3.99490], [2.74630, 0.12479, 2.77653], [3.19252, -0.73572, 1.78635], [4.31083, -1.17544, 1.77575], [2.23702, -1.02791, 0.84828], [0.93169, -0.54783, 0.80627], [0.17826, -0.90025, -0.06841], [0.76227, 2.93151, 0.48923], [1.92788, 3.48399, 0.00397], [5.40908, 2.21863, -2.48257], [5.03848, 2.31150, -4.21000], [3.88493, 1.57230, -3.09095], [3.18782, 3.91703, -3.74623], [4.72961, 4.51988, -3.10501], [1.69203, 2.44906, -3.21135], [-0.32894, 1.44666, -2.34470], [-2.53799, 2.12084, -1.26628], [-3.20509, 1.18446, 0.09698], [-2.53152, -1.00474, 0.24728], [-1.65460, -2.00263, -3.13405], [-1.50875, -4.36728, -3.82480], [-2.17789, -6.14405, -2.26154], [-2.51572, -5.91932, 1.14158], [-2.96599, -6.87893, -0.26652], [-4.16122, -5.83846, 0.50416], [-3.54096, -3.95191, 1.67038], [-2.57893, -2.48001, 1.61731], [-4.21643, -2.48522, 0.97064], [1.40395, 1.03519, 4.92525], [0.27131, 2.00243, 3.96147], [2.00303, 2.39607, 3.97689], [3.42617, 0.35577, 3.49077], [2.50601, -1.66602, 0.10655], [0.46000, 3.10859, 1.50828], [2.56556, 4.07719, 0.64032]],
  "forces_ev_per_angstrom": [[-0.2253, 0.3078, 0.1924], [0.2306, -0.1674, -0.3487], [-0.1754, -0.0035, 0.2741], [-0.0905, -0.0330, 0.1712], [0.2816, 0.2165, -0.1009], [-0.1920, -0.0515, 0.2876], [0.6149, 0.5215, -0.2577], [0.0467, -0.4256, 0.9126], [-0.3009, -0.2515, -0.0814], [-0.2282, 0.5153, 0.2616], [0.0964, -0.0217, -0.2278], [-0.3182, -0.3213, 0.3927], [0.0142, -0.3551, -0.2750], [0.0935, 0.1322, -0.1392], [-0.0340, -0.0446, 0.1011], [0.0142, -0.0246, -0.0457], [0.0665, 0.0182, -0.1157], [0.0106, 0.0743, -0.0165], [0.0296, 0.0731, -0.0789], [0.0734, -0.0403, -0.0929], [0.3733, 0.0857, 0.2502], [0.1030, 0.1435, -0.1106], [-0.1833, -0.1368, -0.1692], [-0.9460, 0.2662, -0.0985], [-0.1902, -0.0027, -0.0781], [-0.1440, 0.1587, 0.0833], [-0.0887, 0.2015, 0.2579], [-0.0776, 0.0094, -0.0477], [0.3368, -0.1385, -0.0035], [0.0432, -0.1519, -0.2038], [0.3222, -0.2760, -0.0787], [0.1076, -0.1538, -0.1792], [0.0993, 0.2112, -0.3011], [0.1428, -0.0357, -0.1688], [0.0831, -0.0277, 0.0380], [0.0491, -0.0407, -0.1165], [-0.0188, -0.1033, -0.0295], [0.0570, 0.0523, 0.0806], [-0.1572, -0.0805, -0.0578], [0.0632, -0.0117, -0.0921], [-0.0900, -0.1156, -0.0838], [0.0408, -0.1638, 0.1220], [-0.0848, 0.0402, -0.2113], [0.0306, 0.0922, -0.2472], [0.0020, 0.0312, -0.0257], [0.0327, -0.0013, -0.0864], [-0.0043, -0.1046, -0.0059], [-0.0242, -0.0566, 0.1058], [-0.0038, -0.0556, 0.0019], [-0.0597, -0.0569, 0.0966], [-0.0264, -0.0113, 0.0681], [-0.0144, -0.0041, 0.1105], [-0.0837, 0.0844, 0.0798], [0.0409, -0.0681, 0.0441], [0.1917, -0.0055, 0.1280], [0.0875, 0.0532, -0.0155], [-0.0940, -0.0930, -0.1731], [-0.0270, 0.1140, 0.1404], [0.0310, 0.1465, 0.0813], [0.0726, 0.0868, 0.0825]],
  "smiles": "CCOc1ccc(N(CC(=O)Nc2cccc(C)c2C)S(=O)(=O)c2c(C)[nH]c(=O)[nH]c2=O)cc1",
  "relative_energy_ev": 0.123,
  "lumo_ev": 0.017,
  "gap_ha": 0.296,
  "energy_ev": -53355.138,
  "mol_weight_g_mol": 486.550,
  "e_homo_ev": -8.04
}